Record 1
The following is a quantum chemistry calculation of a molecular structure, C14H18Cl2InN2 in a non-equilibrium geometry, from the OMol25 dataset.

Structure (XYZ):
```
37
Properties=species:S:1:pos:R:3:lowdin_charge:R:1
In -2.4925 2.0131 -0.2152 0.07
Cl -0.9459 3.5013 0.8805 -0.13
Cl -2.6381 0.3732 1.5891 -0.07
C -4.4173 2.8730 -0.0904 -0.27
H -5.3145 2.4180 0.3410 -0.09
H -4.6528 3.8475 -0.5520 -0.09
C 0.5104 -0.4280 -1.6537 -0.15
C -0.2122 0.6540 -1.6431 -0.20
H 0.1167 -1.3588 -1.2450 0.08
C 0.2262 1.9400 -2.2605 -0.23
H -1.2460 0.6000 -1.2560 -0.03
C 1.2185 1.6405 -3.4058 -0.20
H -0.6185 2.5699 -2.5724 0.09
H 0.7729 2.5199 -1.4967 0.10
C 2.3683 0.7936 -2.8524 -0.21
H 0.6828 1.0667 -4.1709 0.11
H 1.5901 2.5472 -3.8984 0.10
C 1.8696 -0.5428 -2.2558 -0.19
H 3.1259 0.5714 -3.6127 0.10
H 2.8639 1.3492 -2.0445 0.11
H 1.8331 -1.3233 -3.0315 0.11
H 2.6118 -0.9062 -1.5340 0.10
N 1.3511 -0.2889 3.1579 0.09
C 1.2137 0.4949 2.0423 -0.14
N 0.4912 -0.1199 1.1308 0.10
C 0.1124 -1.3430 1.6341 -0.29
C -0.7158 -2.3329 1.1080 -0.06
C -0.9934 -3.4555 1.8923 -0.10
C -0.4734 -3.5739 3.1943 -0.11
C 0.3454 -2.5675 3.7461 -0.04
C 0.6348 -1.4710 2.9421 -0.20
H 1.8768 -0.0506 3.9951 0.15
H 1.6220 1.4932 1.9873 0.12
H -1.1405 -2.1700 0.1216 0.10
H -1.6261 -4.2484 1.4892 0.09
H -0.7115 -4.4631 3.7827 0.09
H 0.7609 -2.6226 4.7566 0.10
```

Values from the calculation:
**Total charge**: -1
**HOMO-LUMO gap (spin up / spin down)**: 7.0 / 5.5 eV
**HOMO (spin up / spin down)**: -4.16 / -2.58 eV



Record 2
The following is a quantum chemistry calculation of a single C14H18F3N9O2S molecule in a non-equilibrium geometry, from the OMol25 dataset.

Structure (XYZ):
```
47
Properties=species:S:1:pos:R:3:lowdin_charge:R:1
H 3.3381 3.7850 0.4332 0.02
N 4.2662 4.1687 0.3706 0.12
C 5.1867 3.3732 0.6180 -0.64
N 6.4183 3.8811 0.5470 0.11
N 5.0507 2.0932 1.1271 0.07
C 3.8514 1.2336 1.1601 -0.28
C 3.2578 1.1230 -0.2574 -0.12
C 1.9992 0.2040 -0.2516 -0.12
N 1.0665 0.5606 0.8457 -0.13
C -0.0594 -0.2323 1.0755 -0.20
C 0.1369 -1.3280 1.9275 0.05
C -0.9017 -2.2329 2.1376 0.01
C -2.1662 -2.0455 1.5706 -0.06
C -3.2601 -3.0949 1.7895 -0.53
F -3.6988 -3.4686 0.5575 0.12
F -4.2683 -2.5704 2.5536 0.13
F -2.8182 -4.2146 2.4013 0.14
C -2.3655 -0.9064 0.7073 -0.09
S -4.0071 -0.4868 -0.0544 0.67
N -3.9014 -1.0829 -1.5930 -0.09
O -5.2122 -1.1700 0.3492 -0.29
O -4.2295 0.9332 -0.3464 -0.30
C -1.2842 -0.0357 0.4619 -0.06
C -1.3449 1.0626 -0.5121 -0.32
N -1.0729 2.3237 -0.3119 0.10
N -1.3445 2.9882 -1.4946 -0.01
N -1.7391 2.1487 -2.4186 0.03
N -1.6895 0.9445 -1.8203 0.06
C 1.3335 1.7069 1.7155 -0.16
C 2.7823 1.6814 2.1761 -0.13
H 6.5574 4.7867 0.1141 0.11
H 7.1989 3.2091 0.5385 0.11
H 5.8332 1.7966 1.6444 0.11
H 4.1471 0.2218 1.4132 0.14
H 3.9821 0.6900 -0.9318 0.11
H 2.9608 2.1061 -0.6270 0.11
H 2.3446 -0.8364 -0.1242 0.12
H 1.4971 0.2706 -1.2302 0.12
H 1.1077 -1.4948 2.4083 0.14
H -0.6765 -3.1032 2.7570 0.13
H -4.4841 -0.4100 -2.1041 0.09
H -4.3936 -1.9785 -1.5374 0.08
H -2.1769 0.1551 -2.1912 0.10
H 0.6948 1.6965 2.6057 0.13
H 1.1168 2.6395 1.1645 0.10
H 3.0184 2.7143 2.4557 0.12
H 2.8191 1.0651 3.0514 0.10
```

Values from the calculation:
**HOMO-LUMO gap**: 7.8 eV
**HOMO**: -8.66 eV



Record 3
The following is a quantum chemistry calculation of a single C14H18N2O4 molecule in a non-equilibrium geometry, from the OMol25 dataset.

Structure (XYZ):
```
38
Properties=species:S:1:pos:R:3:lowdin_charge:R:1
N -0.3367 2.0016 1.5612 0.05
C -0.5041 2.3452 0.1464 -0.29
C 0.8843 2.4585 -0.4869 -0.10
C 1.8062 1.2569 -0.4853 -0.25
C 2.7510 1.1314 0.5414 -0.02
C 3.5852 -0.0254 0.6354 -0.01
C 3.2824 -1.0913 -0.1699 -0.29
O 3.9643 -2.3627 0.0283 0.00
C 2.3981 -0.9738 -1.2025 -0.05
C 1.6235 0.1879 -1.3529 -0.03
C -1.4465 1.3844 -0.6107 -0.42
O -1.9273 1.6979 -1.7018 0.06
N -1.4247 0.1441 -0.1049 0.05
C -0.6721 -0.5904 0.9397 -0.11
C -0.6524 -2.0090 0.3774 -0.15
C -1.5382 -2.2441 -0.7574 -0.12
C -2.2598 -0.9505 -0.7096 -0.19
C -3.5968 -0.9358 0.0463 -0.45
O -3.9748 -1.7318 0.8779 0.10
O -4.3107 0.2007 -0.1084 0.10
H -0.2334 2.8244 2.1476 0.08
H -1.2690 1.6364 1.8974 0.10
H -0.9482 3.2570 -0.0096 0.11
H 1.4229 3.2127 0.1289 0.12
H 0.7751 2.8159 -1.5321 0.14
H 2.8525 1.9771 1.2000 0.11
H 4.2116 -0.0689 1.4780 0.10
H 4.5951 -2.3518 0.7622 0.09
H 2.2080 -1.8782 -1.8643 0.15
H 0.8609 0.1226 -2.1397 0.13
H 0.3146 -0.1389 1.0020 0.10
H -1.2045 -0.5438 1.8204 0.09
H -0.7396 -2.6667 1.1906 0.11
H 0.4455 -2.0363 0.0556 0.12
H -1.0096 -2.3325 -1.6687 0.11
H -2.2094 -3.0793 -0.6769 0.13
H -2.6377 -0.8102 -1.7526 0.17
H -5.0854 0.1666 0.4976 0.14
```

Values from the calculation:
**HOMO-LUMO gap**: 9.5 eV
**HOMO**: -8.86 eV



Record 4
The following is a quantum chemistry calculation of a single C14H18N2O5 molecule in a non-equilibrium geometry, from the OMol25 dataset.

Structure (XYZ):
```
39
Properties=species:S:1:pos:R:3:lowdin_charge:R:1
N -0.5378 3.0198 -0.5446 0.03
C -1.1208 1.9585 0.1285 -0.35
C -2.2927 1.5391 -0.7431 -0.11
C -2.9476 0.2021 -0.3091 -0.27
C -2.5124 -1.0553 -0.8276 -0.03
C -3.2027 -2.1670 -0.4224 -0.11
C -4.4085 -2.1301 0.2623 -0.07
C -4.7503 -0.8497 0.7794 -0.05
C -3.9393 0.2578 0.5116 -0.10
C -0.1313 0.7871 0.2783 -0.43
O -0.2648 -0.0867 1.1168 0.06
N 0.8024 0.6564 -0.7085 0.12
C 2.1253 -0.0207 -0.4631 -0.22
C 2.8771 0.2758 0.7602 -0.16
C 4.1269 -0.4927 1.2470 -0.07
C 5.1773 -0.2274 0.1931 -0.46
O 6.1539 0.4939 0.4318 0.08
O 4.7638 -0.6465 -1.0741 0.04
C 1.8198 -1.6202 -0.4472 -0.43
O 2.6802 -2.3723 -0.8593 0.07
O 0.7535 -2.1706 0.1161 0.16
H 0.0118 3.4901 0.0405 0.04
H -0.9869 3.5863 -1.3774 0.17
H -1.5200 2.1287 1.2033 0.19
H -2.0463 1.5164 -1.9041 0.17
H -3.0958 2.2704 -0.6497 0.11
H -1.5090 -1.1250 -1.2394 0.11
H -2.9295 -3.1832 -0.8231 0.12
H -4.8761 -3.1337 0.4148 0.12
H -5.5844 -0.6591 1.4706 0.10
H -3.9545 1.3152 0.8655 0.13
H 0.8379 1.6110 -1.2206 0.16
H 2.7561 0.0252 -1.4811 0.19
H 2.9317 1.4184 0.5735 0.17
H 2.0705 0.0480 1.5243 0.14
H 3.9322 -1.6481 1.2643 0.17
H 4.3572 -0.0250 2.1871 0.12
H 4.2130 -1.4378 -0.8336 0.07
H 0.2199 -1.5489 0.5592 0.02
```

Values from the calculation:
**HOMO-LUMO gap**: 9.6 eV
**HOMO**: -9.30 eV



Record 5
The following is a quantum chemistry calculation of a gas-phase ion, C14H18N3 (charge +1) in a non-equilibrium geometry, from the OMol25 dataset.

Structure (XYZ):
```
35
Properties=species:S:1:pos:R:3:lowdin_charge:R:1
C 1.1547 2.6450 -0.6938 -0.06
N 0.4142 1.9010 0.3263 -0.23
C 0.5331 2.5284 1.6376 -0.06
C 0.7702 0.4957 0.2668 -0.30
C 0.2120 -0.3058 1.4079 -0.19
C -1.0426 -0.0172 1.9448 -0.05
C -1.4313 -0.6476 3.1332 -0.05
C -0.6314 -1.6613 3.6757 -0.07
C 0.5253 -2.0818 3.0108 -0.06
C 0.9673 -1.3806 1.8847 -0.03
N 0.2779 -0.0480 -0.9751 -0.01
C 1.0274 -0.9148 -1.7059 0.02
C 0.5056 -1.5433 -2.8093 0.03
C -0.8264 -1.2704 -3.1972 -0.27
N -1.3542 -1.8190 -4.3123 0.17
C -1.5923 -0.3712 -2.4174 0.04
C -1.0019 0.2568 -1.3480 0.01
H 0.9824 3.7121 -0.5309 0.09
H 2.2382 2.4430 -0.6072 0.10
H 0.8077 2.3756 -1.6978 0.09
H 0.8386 3.5718 1.4937 0.09
H -0.4372 2.5347 2.1505 0.09
H 1.2664 2.0194 2.2807 0.11
H 1.8656 0.4138 0.2832 0.15
H -1.6947 0.7137 1.4527 0.12
H -2.3611 -0.3374 3.6236 0.12
H -0.9289 -2.1394 4.6127 0.11
H 1.0988 -2.9406 3.3752 0.11
H 1.8908 -1.6467 1.3614 0.12
H 2.0513 -1.0397 -1.3599 0.15
H 1.1268 -2.2313 -3.3802 0.13
H -2.3097 -1.6456 -4.5934 0.13
H -0.8346 -2.4650 -4.8875 0.12
H -2.6282 -0.1356 -2.6566 0.13
H -1.4801 1.0313 -0.7489 0.14
```

Values from the calculation:
**Total charge**: +1
**HOMO-LUMO gap**: 8.9 eV
**HOMO**: -12.20 eV



Record 6
The following is a quantum chemistry calculation of a single C14H18N6O2S molecule in a non-equilibrium geometry, from the OMol25 dataset.

Structure (XYZ):
```
41
Properties=species:S:1:pos:R:3:lowdin_charge:R:1
C -7.1559 0.7692 1.7486 -0.03
C -5.9835 0.4951 0.8744 -0.25
N -5.2612 1.4822 0.4518 0.08
N -4.2026 1.2840 -0.3166 0.00
C -3.8814 0.0798 -0.6768 -0.58
S -2.4983 -0.2017 -1.7059 1.01
C -1.7706 1.4670 -1.7782 -0.33
C -0.4563 1.5798 -1.0017 -0.53
O -0.2443 2.5242 -0.2760 0.08
N 0.3947 0.5607 -1.2557 0.10
C 1.6826 0.3359 -0.7404 -0.23
C 2.3238 1.2137 0.1252 -0.01
C 3.5923 0.9353 0.5885 -0.02
C 4.2774 -0.2296 0.2137 -0.24
N 5.5270 -0.5189 0.7107 -0.20
C 6.2663 -1.6381 0.1809 -0.08
C 6.2628 0.4999 1.4202 -0.07
C 3.6173 -1.1010 -0.6648 -0.03
C 2.3487 -0.8222 -1.1264 -0.03
N -4.5735 -1.0197 -0.2925 -0.08
N -4.2519 -2.2882 -0.7659 0.09
C -5.6988 -0.8927 0.5367 -0.37
O -6.3039 -1.8906 0.8813 0.07
H -7.2475 1.8375 1.9155 0.08
H -7.0343 0.2503 2.6983 0.09
H -8.0598 0.3827 1.2802 0.09
H -1.5985 1.6933 -2.8315 0.09
H -2.5094 2.1499 -1.3583 0.07
H 0.0672 -0.1671 -1.8782 0.10
H 1.8255 2.1172 0.4333 0.10
H 4.0488 1.6461 1.2562 0.09
H 7.2154 -1.7238 0.7051 0.08
H 6.4725 -1.5316 -0.8914 0.09
H 5.7138 -2.5666 0.3399 0.09
H 7.2433 0.1154 1.6908 0.08
H 5.7442 0.7723 2.3423 0.09
H 6.4018 1.4042 0.8163 0.09
H 4.0908 -2.0084 -1.0002 0.09
H 1.8681 -1.5157 -1.8037 0.11
H -4.9426 -2.9221 -0.3556 0.10
H -3.3101 -2.5575 -0.4901 0.09
```

Values from the calculation:
**HOMO-LUMO gap**: 7.7 eV
**HOMO**: -7.38 eV



What are the ΔE to the lowest compared entry with this formula, charge and spin values for these records? In order: 33.8, 30.7, 234.3, 381.5, 36.2, 142.4 kJ/mol.